# C29H29BCoN4O3S2

A structure of composition C29H29BCoN4O3S2 in a non-equilibrium geometry (the ωB97M-V functional and the def2-TZVPD basis, the Open Molecules 2025 dataset).

Element x y z (Å)
Co 1.480 0.269 2.731
S -0.295 2.422 0.824
S 0.063 -0.305 4.431
O 0.244 -2.078 1.077
O 0.348 2.095 2.119
O 1.212 -0.370 -0.069
N 0.551 -2.305 6.084
N 2.357 -1.646 4.820
N 2.784 -0.823 3.866
N 3.259 0.931 2.040
C -1.693 3.534 1.202
C -2.635 -0.316 -1.054
C -2.097 3.770 2.502
C 1.097 -1.517 5.125
C 0.031 -2.262 -0.251
C -3.867 5.165 1.667
C -3.138 -1.060 -0.001
C 4.040 -0.737 3.511
C 4.322 0.179 2.469
C -0.767 -3.125 -2.295
C -0.419 -2.009 -4.520
C -3.448 4.927 0.367
C 5.591 0.323 1.880
C -3.192 4.589 2.732
C -1.954 0.333 1.549
C 0.629 -1.215 -0.956
C -0.188 -2.077 -3.015
C -0.668 -3.244 -0.919
C -2.354 4.113 0.131
C 3.453 1.776 1.030
C 5.767 1.207 0.846
C 0.541 -1.110 -2.329
C -1.446 1.060 0.488
C 4.662 1.943 0.399
C -1.775 0.742 -0.816
C -1.919 -1.782 -4.763
C 0.012 -3.324 -5.186
C -2.794 -0.740 1.304
C 0.349 -0.872 -5.203
B 0.966 -0.895 1.214
H -3.515 4.781 3.745
H -1.681 0.589 2.562
H -3.789 -1.897 -0.206
H 0.050 0.099 -4.813
H -0.455 -2.341 6.101
H 1.020 -0.278 -2.818
H -2.514 -2.551 -4.275
H 1.058 -3.536 -4.970
H 6.733 1.336 0.381
H 6.408 -0.275 2.255
H 0.125 -0.886 -6.270
H -1.325 -3.884 -2.821
H 2.591 2.354 0.727
H 4.749 2.636 -0.421
H -3.968 5.379 -0.465
H -3.165 -1.324 2.134
H -2.136 -1.802 -5.830
H 4.816 -1.336 3.974
H -2.219 -0.812 -4.369
H -1.551 3.322 3.320
H -1.146 -4.052 -0.389
H 1.055 -3.138 6.339
H -4.717 5.808 1.846
H -0.586 -4.164 -4.841
H -2.017 3.926 -0.878
H -0.110 -3.242 -6.266
H 1.423 -0.993 -5.080
H -1.359 1.301 -1.640
H -2.883 -0.585 -2.068

For the HOMO energy (spin up / spin down), the calculation gives -6.7555 / -7.3835 eV. As for the total energy: -102621.695 eV. The multiplicity is 2. The expectation value of S² is 0.90.

---

# C29H29BrDyF3N2O3SSi

A structure of composition C29H29BrDyF3N2O3SSi in a non-equilibrium geometry (the ωB97M-V functional and the def2-TZVPD basis, the Open Molecules 2025 dataset).

Element x y z (Å)
Dy -0.766 0.763 -0.062
Br -1.054 1.959 -6.229
S 2.133 -0.836 -1.619
Si -2.553 -2.549 -0.534
F 2.050 2.744 3.425
F 0.642 4.401 2.936
F 2.384 4.028 1.629
O 0.919 1.262 1.556
O -0.262 2.982 0.736
O 0.811 -0.177 -1.133
N -2.126 0.364 2.224
N -2.244 -1.006 0.297
C 5.131 2.673 -2.139
C -3.710 -1.528 2.257
C -1.679 1.985 -4.456
C 2.787 -1.554 -0.114
C 3.397 0.526 -1.755
C -4.176 -1.120 3.531
C -2.063 1.992 4.034
C -2.024 1.883 -1.712
C -2.388 0.949 -3.906
C -1.923 -3.902 0.626
C 5.148 1.612 -3.009
C 3.342 1.652 -0.905
C -2.540 0.902 -2.501
C -1.544 3.059 -2.304
C 2.089 -1.634 1.110
C -3.631 0.042 4.056
C 4.184 2.750 -1.136
C 1.422 3.420 2.421
C 4.703 -2.606 1.068
C -4.316 -2.776 -1.014
C -1.399 3.138 -3.716
C 4.118 -2.048 -0.121
C -2.655 -0.748 1.598
C 0.616 2.501 1.528
C 4.308 0.510 -2.814
C -1.546 -2.740 -2.045
C 3.991 -2.611 2.240
C -2.642 0.775 3.378
C 2.743 -2.067 2.252
H -2.726 0.083 -4.509
H -1.631 -3.715 -2.495
H -3.261 0.185 -2.061
H -2.756 -4.538 0.947
H 2.214 -1.945 3.203
H 2.768 1.690 -0.014
H -0.469 -2.643 -1.780
H -1.146 1.804 4.575
H -4.070 -2.469 1.851
H -1.357 -3.522 1.464
H -4.976 -1.603 4.131
H 4.709 -1.974 -1.048
H -1.813 -1.920 -2.765
H -1.454 3.934 -1.703
H -0.929 3.983 -4.272
H 4.252 -0.339 -3.527
H 5.665 -3.107 0.965
H 5.815 3.497 -2.330
H -1.244 -4.531 0.132
H 4.421 -2.996 3.192
H 1.129 -1.166 1.268
H -4.254 -3.566 -1.754
H -4.957 -2.953 -0.199
H 4.128 3.551 -0.409
H -1.871 2.782 3.297
H -3.959 0.437 5.018
H -4.710 -1.942 -1.577
H 5.654 1.628 -3.986
H -2.848 2.384 4.709

For the HOMO energy (spin up / spin down), the calculation gives -7.3784 / -7.3706 eV. As for the total energy: -160660.201 eV. As for the energy relative to the best compared isomer or geometry (same formula, charge and spin): 8.17 kJ/mol. The multiplicity is 6. The expectation value of S² is 9.33.

---

# C29H29BrGdNO3

A structure of composition C29H29BrGdNO3 in a non-equilibrium geometry (the ωB97M-V functional and the def2-TZVPD basis, the Open Molecules 2025 dataset).

Element x y z (Å)
Gd 0.539 -0.349 0.559
Br 0.647 -2.996 4.109
O 2.322 0.479 2.465
O 1.977 -1.577 1.655
O -0.596 -1.933 -0.474
N -1.688 -1.985 -2.594
C -1.641 1.135 0.633
C -0.055 1.450 -3.817
C 1.185 2.307 -1.089
C -1.084 -0.169 2.451
C -0.761 -1.551 -1.718
C 4.167 -0.743 4.236
C 3.169 1.465 -0.234
C 0.862 0.542 -3.023
C -5.258 0.832 -0.820
C -4.979 1.897 -1.687
C 2.091 2.357 0.019
C 3.047 -1.409 3.768
C -1.797 -0.157 1.221
C 1.656 -0.434 -3.889
C -3.390 0.472 -2.879
C -0.808 1.896 1.486
C 2.961 0.895 -1.503
C -3.705 -0.612 -2.040
C 1.726 1.399 -2.057
C 4.081 -1.987 6.294
C 0.109 -0.345 -1.968
C -4.622 -0.395 -0.999
C 2.383 -2.348 4.599
C 4.706 -1.050 5.474
C 2.434 -0.778 2.561
C -3.145 -2.005 -2.252
C 2.908 -2.639 5.869
C -4.026 1.720 -2.701
C -0.459 1.101 2.612
H -2.110 1.476 -0.290
H -0.695 2.044 -3.151
H 4.462 -2.172 7.297
H -3.797 2.556 -3.380
H -2.366 -0.988 0.798
H -2.707 0.343 -3.729
H -5.981 0.943 -0.016
H 2.093 -1.254 -3.323
H 0.296 2.935 -1.186
H 1.993 2.964 0.915
H 4.027 1.298 0.422
H -1.465 -2.759 -3.224
H 2.378 -3.307 6.553
H 0.147 1.409 3.457
H 3.615 0.191 -2.007
H 1.016 -0.909 -4.638
H 1.090 -0.692 -1.463
H 0.577 2.143 -4.388
H -0.689 0.903 -4.531
H -4.862 -1.250 -0.353
H 4.527 0.067 3.613
H -0.577 0.414 -1.486
H -3.744 -2.529 -3.013
H -5.489 2.850 -1.569
H 5.608 -0.521 5.772
H -0.500 2.925 1.308
H -0.991 -1.029 3.123
H 2.453 0.062 -4.440
H -3.265 -2.600 -1.337

For the HOMO energy (spin up / spin down), the calculation gives -5.4199 / -8.1733 eV. As for the total energy: -129047.437 eV. As for the energy relative to the best compared isomer or geometry (same formula, charge and spin): 389.73 kJ/mol. The multiplicity is 8. The expectation value of S² is 16.10.

---

# C29H29I2N4OS2W

A structure of composition C29H29I2N4OS2W (the ωB97M-V functional and the def2-TZVPD basis, the Open Molecules 2025 dataset).

Element x y z (Å)
W -0.380 1.092 -0.146
I 3.475 -4.053 -2.727
I -2.053 -3.987 -5.083
S -0.650 -1.146 -0.239
S -0.938 2.745 -1.781
O 1.911 -2.183 -0.677
N 1.708 1.619 -0.607
N 0.777 0.304 1.826
N -2.632 0.385 0.035
N -1.435 2.421 1.297
C 2.120 0.106 -2.551
C 1.422 -1.763 3.079
C 1.305 1.041 -1.871
C -2.699 2.164 1.672
C -0.746 -3.442 -3.559
C -0.018 -1.972 1.202
C 0.257 0.891 3.091
C -1.649 4.617 2.225
C -3.478 3.092 2.338
C -0.335 0.815 -3.650
C 0.520 -3.916 2.471
C 1.313 -3.128 3.294
C 0.589 -3.882 -3.589
C -0.272 -2.270 -1.536
C -2.471 -1.065 -0.127
C -3.187 0.787 1.335
C 1.712 -0.444 -3.730
C 0.081 1.472 -2.456
C 1.112 -2.626 -1.537
C -0.932 3.636 1.570
C 1.478 -3.497 -2.622
C 0.740 -1.162 2.029
C -0.138 -3.337 1.402
C 2.242 2.991 -0.711
C -2.947 4.339 2.625
C 0.455 -0.103 -4.273
C 2.592 0.737 0.198
C 2.175 0.815 1.644
C -1.177 -2.634 -2.536
H 3.077 -0.175 -2.136
H -0.759 0.541 3.262
H -1.192 5.577 2.412
H -0.698 -3.939 0.696
H -2.957 -1.439 -1.022
H 3.203 2.975 -1.230
H -3.538 5.082 3.142
H 0.082 3.816 1.237
H 2.877 0.258 2.267
H -1.284 1.111 -4.077
H -2.810 -1.634 0.738
H 0.123 -0.561 -5.196
H 0.443 -4.981 2.643
H 1.541 3.617 -1.254
H -2.797 0.090 2.084
H -4.491 2.839 2.616
H -2.200 -2.288 -2.544
H 2.477 -0.291 -0.149
H 0.875 0.597 3.940
H 1.856 -3.580 4.113
H 2.048 -1.177 3.739
H 2.173 1.850 1.991
H 0.263 1.973 3.025
H 2.386 3.397 0.292
H -3.182 0.775 -0.726
H -4.277 0.737 1.366
H 2.355 -1.148 -4.242
H 3.638 1.038 0.084
H 0.922 -4.518 -4.399

For the HOMO energy, the calculation gives -9.5271 eV. As for the total energy: -78241.816 eV. As for the energy relative to the best compared isomer or geometry (same formula, charge and spin): 0.00 kJ/mol. As for the charge: +1.

---

# C29H29N2O5Pd

A structure of composition C29H29N2O5Pd in a non-equilibrium geometry (the ωB97M-V functional and the def2-TZVPD basis, the Open Molecules 2025 dataset).

Element x y z (Å)
Pd 0.536 -0.590 2.032
O 0.143 0.549 -2.457
O -2.440 2.471 2.581
O 0.769 -0.814 8.085
O -1.025 0.907 1.776
O -0.432 0.672 9.171
N -1.279 1.407 -3.938
N -0.015 0.175 8.110
C -1.590 1.588 2.734
C 1.871 1.103 0.200
C 0.144 -0.034 5.748
C 1.357 0.579 -5.082
C -1.165 -2.243 -3.003
C 2.671 -0.398 1.806
C -3.328 -2.273 -1.778
C 0.070 -2.720 1.060
C -2.198 -0.044 -2.162
C -1.969 -1.562 -1.883
C -1.855 -1.446 0.679
C 2.632 0.011 -5.122
C -1.026 0.666 -2.821
C -0.099 -2.534 -0.337
C -0.391 0.674 6.829
C -1.175 1.276 4.161
C 2.220 2.414 -3.754
C -0.280 0.249 4.459
C -1.314 1.725 6.592
C 1.140 1.756 -4.361
C 2.673 -1.037 0.502
C 2.104 0.955 1.607
C 2.277 -0.079 -0.457
C -1.679 2.016 5.273
C -0.241 2.364 -4.323
C -1.072 -2.070 1.730
C 3.501 1.854 -3.802
C -1.286 -1.776 -0.558
C 3.717 0.662 -4.512
H -3.879 -2.180 -2.720
H 0.847 -0.843 5.922
H -1.682 -2.149 -3.965
H 4.718 0.226 -4.576
H 2.272 -0.226 -1.533
H -0.515 2.780 -5.298
H 2.995 -2.059 0.310
H 0.503 0.105 -5.574
H 3.186 -0.724 2.712
H 0.139 -0.464 3.720
H -2.370 2.838 5.110
H 2.021 3.342 -3.206
H 2.094 1.730 2.377
H -3.172 -3.342 -1.572
H -2.783 -0.884 0.797
H 4.335 2.353 -3.294
H 0.522 -2.945 -1.135
H -1.707 2.270 7.454
H -0.216 3.167 -3.577
H -3.937 -1.853 -0.968
H 1.497 1.999 -0.284
H -1.463 -2.367 2.703
H -1.054 -3.313 -2.781
H -2.235 1.658 -4.170
H -2.414 0.480 -1.215
H -0.165 -1.805 -3.103
H 2.768 -0.943 -5.635
H -3.071 0.063 -2.831
H 0.802 -3.366 1.547

For the HOMO energy (spin up / spin down), the calculation gives -11.0517 / -11.0460 eV. As for the total energy: -47226.290 eV. The multiplicity is 5. As for the charge: +1. The expectation value of S² is 6.03.

---

# C29H29N4O5PRuS3

A structure of composition C29H29N4O5PRuS3 in a non-equilibrium geometry (the ωB97M-V functional and the def2-TZVPD basis, the Open Molecules 2025 dataset).

Element x y z (Å)
Ru 0.751 -0.357 -1.398
S 1.859 0.556 2.584
S -5.769 2.613 -0.459
S -0.052 -1.495 0.596
P 0.323 -0.688 2.463
O 0.648 -3.964 -3.589
O 0.186 -1.874 -2.936
O 2.717 0.580 -0.207
O 4.538 -0.172 0.835
O 1.619 1.298 -2.764
N -5.848 1.506 -2.823
N 2.255 -1.773 -1.365
N -0.965 0.693 -1.561
N 1.500 3.329 -3.668
C 1.418 2.518 -2.612
C -1.204 0.112 3.053
C -5.059 1.799 -1.769
C 3.486 -0.346 0.056
C 3.960 -2.828 -0.035
C 0.819 -2.965 -2.933
C -3.492 1.304 4.022
C 1.210 4.742 -3.599
C 1.100 3.122 -1.271
C 1.883 2.741 -4.938
C -1.109 1.045 4.079
C -0.022 -3.708 5.179
C 0.611 -2.185 3.453
C -2.435 -0.223 2.504
C -1.680 0.491 -2.688
C 2.643 -4.122 -1.551
C 1.091 -4.483 4.895
C -3.579 0.380 2.993
C -3.681 1.455 -1.738
C -2.901 1.685 -0.576
C -2.260 1.637 4.565
C 1.988 -2.958 -1.904
C -2.993 0.850 -2.823
C 1.965 -4.110 3.884
C 3.260 -1.694 -0.460
C -1.593 1.303 -0.529
C 3.634 -4.057 -0.571
C 1.729 -2.958 3.160
C -0.270 -2.554 4.458
H -4.538 0.124 2.570
H 1.274 -5.384 5.459
H 0.100 3.552 -1.270
H -5.538 0.893 -3.558
H 4.544 0.736 1.187
H 0.234 4.927 -3.145
H 2.397 -2.653 2.364
H 1.812 3.906 -1.020
H -3.350 2.170 0.278
H -1.148 0.007 -3.504
H 1.129 2.026 -5.270
H 2.826 -4.721 3.660
H -2.191 2.354 5.368
H 2.355 -5.040 -2.035
H 1.191 5.154 -4.604
H -0.707 -4.002 5.959
H 1.964 5.280 -3.023
H -6.834 1.692 -2.748
H -3.484 0.674 -3.767
H 1.997 3.520 -5.684
H 4.123 -4.957 -0.235
H -2.487 -0.951 1.707
H -4.389 1.767 4.402
H -0.141 1.299 4.489
H 4.728 -2.716 0.715
H -1.000 1.493 0.361
H 2.826 2.207 -4.824
H -1.140 -1.946 4.661
H 1.168 2.346 -0.507

For the HOMO energy (spin up / spin down), the calculation gives -10.6484 / -10.6523 eV. As for the total energy: -91115.152 eV. As for the energy relative to the best compared isomer or geometry (same formula, charge and spin): 171.88 kJ/mol. The multiplicity is 2. As for the charge: +1. The expectation value of S² is 0.79.

---

# C29H30AsClN3O3Ru

A structure of composition C29H30AsClN3O3Ru in a non-equilibrium geometry (the ωB97M-V functional and the def2-TZVPD basis, the Open Molecules 2025 dataset).

Element x y z (Å)
Ru -0.379 -0.123 -0.023
As -2.811 0.053 0.303
Cl -0.418 2.183 -0.115
O -0.185 -0.020 1.998
O -0.300 -0.361 -1.963
O -0.967 -0.105 4.444
N 1.601 -0.359 0.188
N 2.052 -0.371 1.517
N -0.510 -2.305 0.280
C -6.096 -1.270 -0.679
C 2.688 -0.373 4.241
C 0.650 -0.391 6.114
C -0.050 -6.514 -0.455
C -1.226 -2.931 -0.666
C -8.158 -0.079 -0.342
C 2.447 -0.575 -0.735
C -7.443 -1.269 -0.351
C 0.376 -3.031 0.968
C -1.098 -4.275 -0.939
C 0.336 -0.244 4.761
C -5.434 -0.084 -0.993
C 3.170 -0.966 -3.020
C -0.189 -5.040 -0.215
C 2.984 -1.108 -4.374
C 2.993 -0.510 5.578
C -6.166 1.101 -0.997
C 1.365 -0.254 3.805
C -3.966 -0.079 -1.290
C -3.551 -1.255 1.531
C 0.560 -4.383 0.752
C 1.074 -0.196 2.351
C -3.521 1.645 1.129
C 1.692 -0.983 -4.891
C 2.109 -0.693 -2.145
C 1.961 -0.526 6.515
C 0.628 -0.736 -4.057
C -7.516 1.105 -0.673
C 0.798 -0.581 -2.669
H -1.003 -0.003 3.469
H -5.671 2.030 -1.258
H -3.109 -1.072 2.511
H -9.206 -0.075 -0.074
H -4.631 -1.136 1.595
H 3.823 -1.315 -5.024
H 1.282 -4.921 1.352
H -4.580 1.498 1.336
H -0.895 -7.044 -0.012
H -8.069 2.036 -0.690
H -7.939 -2.201 -0.110
H 3.468 -0.348 3.493
H -0.164 -0.395 6.827
H -3.683 0.784 -1.892
H -0.045 -6.736 -1.522
H -2.985 1.830 2.059
H 2.188 -0.644 7.568
H -3.376 2.501 0.475
H -3.310 -2.272 1.227
H -1.924 -2.315 -1.217
H -3.668 -0.980 -1.826
H 0.945 -2.515 1.727
H 4.023 -0.606 5.895
H 3.482 -0.722 -0.429
H 4.165 -1.071 -2.601
H -5.545 -2.204 -0.693
H -0.380 -0.651 -4.443
H -1.711 -4.727 -1.709
H 1.523 -1.089 -5.956
H 0.864 -6.905 -0.011

For the HOMO energy (spin up / spin down), the calculation gives -7.6594 / -7.7198 eV. As for the total energy: -117118.259 eV. As for the energy relative to the best compared isomer or geometry (same formula, charge and spin): 10.09 kJ/mol. The multiplicity is 2. The expectation value of S² is 0.76.

---

Question: total energy of number 2 (C29H29BrDyF3N2O3SSi)?
Answer: -160660.201 eV